The following is a DFT calculation (ωB97M-V/def2-TZVPD) of one molecule with the formula C4H6Cl2N3O2P at a distorted geometry.

Results
LUMO level   -1.0368 eV
Energy above the lowest of the compared OMol25 structures with the same formula, charge and spin   31.6 kcal/mol
E   -47143.97436 eV
Orbital gap   8.804 eV

Structure (ORCA input):
```
! RIJCOSX wB97M-V def2-TZVPD def2/J DEFGRID3
* xyz 0 1
C -0.25544 -2.32350 -0.46389
N 0.55276 -1.33502 0.34333
C 1.09001 -1.85593 1.45255
O 1.39227 -3.00455 1.70458
N 1.17460 -0.84848 2.58435
P 1.99906 0.36245 2.10025
Cl 3.93386 0.31266 1.60279
Cl 1.79903 1.75616 3.44542
N 0.96985 1.02855 0.30664
C 0.54904 2.43149 0.09580
C 0.05737 0.05882 0.09320
O -1.06989 0.15621 -0.24663
H 0.28167 -3.31616 -0.37069
H -1.17724 -2.24031 0.05246
H -0.29889 -2.07979 -1.48750
H 0.63706 2.93420 1.01127
H 1.34268 2.79423 -0.47890
H -0.52420 2.42906 -0.17538
*
```

The following is a DFT calculation (ωB97M-V/def2-TZVPD) of a 2-piece molecular cluster, C4H6Cl2O overall at a distorted geometry.

Results
LUMO level (alpha / beta)   -0.6517 / -1.5284 eV
Energy above the lowest of the compared OMol25 structures with the same formula, charge and spin   76.3 kcal/mol
E   -31334.11009 eV
Orbital gap (alpha / beta)   8.666 / 6.837 eV

Structure (ORCA input):
```
! RIJCOSX wB97M-V def2-TZVPD def2/J DEFGRID3
* xyz 0 1
C 0.83388 2.68408 0.50640
C -1.20654 0.50408 -1.28148
C 0.72904 -0.41577 0.06834
C 0.19538 0.54944 -0.91869
O 0.69932 3.84485 0.31429
Cl 0.89734 2.01285 2.14328
Cl 1.13529 -1.92368 -0.87905
H -1.88141 -0.26933 -0.72914
H -1.37437 0.14346 -2.33573
H -1.90960 1.36986 -1.34591
H 1.67683 -0.12754 0.43696
H 0.05602 -0.81512 0.83426
H 0.79812 1.21412 -1.41487
*
```

The following is a DFT calculation (ωB97M-V/def2-TZVPD) of a 2-piece molecular cluster, C4H6Cl2O2S overall at a distorted geometry.

Results
LUMO level   0.5702 eV
Energy above the lowest of the compared OMol25 structures with the same formula, charge and spin   0.0 kcal/mol
E   -44217.50604 eV
Orbital gap   9.893 eV

Structure (ORCA input):
```
! RIJCOSX wB97M-V def2-TZVPD def2/J DEFGRID3
* xyz 0 1
C 0.21809 1.54108 -1.20459
C 0.11763 0.26280 -0.87667
C 1.22276 -0.80170 -4.76754
C 0.09757 -1.05398 1.53177
O 1.94323 -0.29138 -5.52562
O 1.87718 -1.46550 -0.46953
S 1.37034 -0.36088 0.34908
Cl 1.75081 -1.53599 -3.27145
Cl -0.51705 -1.05626 -4.92453
H 0.60816 2.24120 -0.62064
H -0.28368 1.92279 -2.09765
H -0.12937 -0.67465 -1.34259
H -0.76009 -1.19969 1.01756
H 0.43175 -1.90259 1.90862
H -0.17731 -0.27883 2.21107
*
```

The following is a DFT calculation (ωB97M-V/def2-TZVPD) of C4H6ClF as an isolated structure at a distorted geometry.

Results
LUMO level (alpha / beta)   -0.3028 / 0.5701 eV
Energy above the lowest of the compared OMol25 structures with the same formula, charge and spin   119.1 kcal/mol
E   -19479.57830 eV
Orbital gap (alpha / beta)   6.973 / 8.463 eV

Structure (ORCA input):
```
! RIJCOSX wB97M-V def2-TZVPD def2/J DEFGRID3
* xyz 0 1
C -0.02396 0.11167 0.22028
C -0.49447 -1.14090 -1.28574
C 0.41907 1.40330 -0.22864
C 0.19382 -0.65578 1.37804
F -1.53918 -1.79168 -0.76519
Cl -0.81071 -0.42000 -2.74943
H -0.28076 1.75607 -0.97575
H 1.17340 1.04931 -1.00520
H 0.80199 2.13956 0.50078
H 0.38531 -1.68457 1.09331
H -0.80517 -0.51158 1.76965
H 0.98066 -0.25540 2.04791
*
```

The following is a DFT calculation (ωB97M-V/def2-TZVPD) of one molecule with the formula C4H6ClF at a distorted geometry.

Results
LUMO level   0.8965 eV
Energy above the lowest of the compared OMol25 structures with the same formula, charge and spin   44.4 kcal/mol
E   -19482.81745 eV
Orbital gap   10.414 eV

Structure (ORCA input):
```
! RIJCOSX wB97M-V def2-TZVPD def2/J DEFGRID3
* xyz 0 1
C 0.90712 0.23004 0.32452
C -0.13099 -0.70484 -0.22461
C -1.73356 -0.44905 0.69780
Cl -1.65689 -0.21950 2.31628
C -2.80659 -0.60286 -0.04980
F -4.08782 -0.50902 0.61751
H 0.94216 0.11076 1.46979
H 0.83618 1.24739 0.13165
H 1.90076 -0.05115 -0.05118
H 0.24157 -1.74202 -0.04983
H -0.48239 -0.53411 -1.18455
H -3.09632 -0.54893 -1.15869
*
```

The following is a DFT calculation (ωB97M-V/def2-TZVPD) of a 2-piece molecular cluster, C4H6ClF overall at a distorted geometry.

Results
LUMO level (alpha / beta)   0.8586 / -0.8547 eV
Energy above the lowest of the compared OMol25 structures with the same formula, charge and spin   25.1 kcal/mol
E   -19479.05309 eV
Orbital gap (alpha / beta)   7.846 / 8.795 eV

Structure (ORCA input):
```
! RIJCOSX wB97M-V def2-TZVPD def2/J DEFGRID3
* xyz 0 3
C 0.47853 -1.85498 -0.03330
C 0.48071 -0.60971 0.24811
C 0.80068 0.39356 1.18411
C -1.27019 0.98335 -1.23573
F -0.86635 0.64423 -2.49368
Cl -0.58623 2.44199 -0.51487
H 0.15372 -2.29410 -0.95102
H 0.73635 -2.69463 0.72907
H 0.54075 1.40880 0.81849
H -0.00797 0.24693 1.87134
H 1.82749 0.50246 1.50234
H -2.28746 0.83210 -1.12486
*
```

The following is a DFT calculation (ωB97M-V/def2-TZVPD) of a 2-piece molecular cluster, C4H6ClN overall at a distorted geometry.

Results
LUMO level   0.3117 eV
Energy above the lowest of the compared OMol25 structures with the same formula, charge and spin   68.0 kcal/mol
E   -18254.49101 eV
Orbital gap   9.542 eV

Structure (ORCA input):
```
! RIJCOSX wB97M-V def2-TZVPD def2/J DEFGRID3
* xyz 0 1
C 2.01519 -0.03913 -1.70588
C 1.66251 0.05049 -0.48759
C 1.25607 0.18122 0.74844
N -0.03508 0.32455 1.25349
C -0.92699 0.95932 0.58998
H 2.10516 -0.95871 -2.26370
H 2.01422 0.78339 -2.47488
H 1.91328 0.21606 1.50435
H -1.90706 0.98072 1.14024
H -0.89761 1.41945 -0.44261
Cl -3.89921 -2.50531 1.38179
H -3.30048 -1.41206 0.75637
*
```

The following is a DFT calculation (ωB97M-V/def2-TZVPD) of one molecule with the formula C4H6ClN at a distorted geometry.

Results
LUMO level (alpha / beta)   0.3810 / 0.3801 eV
Energy above the lowest of the compared OMol25 structures with the same formula, charge and spin   89.0 kcal/mol
E   -18253.58137 eV
Orbital gap (alpha / beta)   8.875 / 8.879 eV

Structure (ORCA input):
```
! RIJCOSX wB97M-V def2-TZVPD def2/J DEFGRID3
* xyz 0 1
C 1.41435 -1.40315 0.06757
C 2.15337 -0.31759 -0.08550
C 0.04955 -1.00296 -0.39040
C -0.21070 1.40759 -0.02749
N 0.34472 0.38393 -0.83967
Cl 3.66971 0.29756 0.03295
H 1.72903 -2.37340 0.43716
H -0.30100 -1.59298 -1.24092
H -0.70433 -1.04391 0.40580
H 0.33829 2.33591 -0.19398
H -1.24589 1.56671 -0.36178
H -0.23112 1.18203 1.04978
*
```

The following is a DFT calculation (ωB97M-V/def2-TZVPD) of an isolated ion of composition C4H6ClN2O and charge +1 at a distorted geometry.

Results
LUMO level   -3.1495 eV
Energy above the lowest of the compared OMol25 structures with the same formula, charge and spin   19.2 kcal/mol
E   -21787.51846 eV
Orbital gap   9.934 eV

Structure (ORCA input):
```
! RIJCOSX wB97M-V def2-TZVPD def2/J DEFGRID3
* xyz 1 1
C 1.56795 0.86210 -0.45365
O 0.82391 0.17933 0.59536
C -0.39861 -0.21063 0.39598
N -1.05848 -0.33964 -0.77746
C -2.30585 -0.87911 -0.46455
Cl -3.54843 -1.19081 -1.55044
C -2.28882 -1.16931 0.90566
N -1.12718 -0.80111 1.38745
H 2.63502 0.51117 -0.36716
H 1.76751 1.97991 -0.34421
H 1.12958 0.35779 -1.35805
H -0.78642 -0.01522 -1.74265
H -2.89310 -1.66439 1.52116
H -0.80124 -1.06851 2.33731
*
```

The following is a DFT calculation (ωB97M-V/def2-TZVPD) of one molecule with the formula C4H6ClN3O2 at a distorted geometry.

Results
LUMO level   0.2639 eV
Energy above the lowest of the compared OMol25 structures with the same formula, charge and spin   83.1 kcal/mol
E   -25325.78393 eV
Orbital gap   8.603 eV

Structure (ORCA input):
```
! RIJCOSX wB97M-V def2-TZVPD def2/J DEFGRID3
* xyz 0 1
C 0.40555 -1.33018 -0.53698
C -0.16112 -0.47401 0.60786
C -3.56129 -0.74484 0.08267
C -0.04076 1.10226 0.33057
N -1.44144 -0.78956 1.11613
N -2.46077 -0.66952 0.45524
N 0.14578 -2.75858 -0.13195
O -1.01808 -3.10993 -0.04589
O 1.09193 -3.43879 0.01489
Cl -5.03387 -0.05856 -0.24283
H 1.51509 -1.28101 -0.45295
H 0.43544 -0.76511 1.53109
H -0.22819 -0.89414 -1.38381
H -0.72865 1.35339 -0.53633
H 1.04092 1.19394 0.19103
H -0.34936 1.58737 1.23287
*
```